Record 1
Density functional theory data (ωB97M-V with the def2-TZVPD basis set) for a molecular structure, C22H33BiN8O2P.

```
67
Properties=species:S:1:pos:R:3:forces:R:3
Bi -0.5590 -0.2007 0.9768 0.9037 -0.4535 0.3212
O -0.1332 0.1228 3.0557 -0.0137 0.1852 -0.4801
N 1.0328 -0.2433 3.5131 0.1562 -0.1005 0.2883
N 1.8701 -0.6272 2.6664 -0.5003 0.1155 -0.3341
O 1.5836 -0.6361 1.3642 -0.3278 0.2136 0.0583
C 3.1481 -1.1286 3.0764 0.7338 -0.3756 0.3212
C 4.0376 -1.5772 2.1059 -0.3190 0.1482 -0.0947
C 5.2302 -2.1513 2.5083 0.0632 0.0079 0.0723
C 5.5310 -2.2663 3.8585 -0.0216 0.0088 -0.0733
C 4.6415 -1.7936 4.8174 0.1159 -0.0286 -0.0401
C 3.4451 -1.2194 4.4373 -0.2648 0.1171 -0.1342
H 3.7987 -1.4683 1.0585 0.0242 -0.0589 -0.0005
H 5.9264 -2.5110 1.7638 0.0078 0.0199 -0.0020
H 6.4633 -2.7225 4.1619 -0.0056 0.0065 0.0265
H 4.8848 -1.8820 5.8669 -0.0316 0.0391 0.0098
H 2.7502 -0.8498 5.1764 -0.0041 -0.0372 0.0441
N -2.9925 -1.9751 2.6215 0.0798 0.0087 -0.1446
C -2.0022 -2.8179 2.2787 0.1039 -0.2062 -0.0049
C -2.0716 -4.1814 2.6363 -0.0872 -0.0011 0.0472
C -1.0567 -5.0327 2.3063 -0.0122 0.1739 -0.0251
C 0.0470 -4.5472 1.5795 0.0612 -0.0157 -0.0614
C 0.0675 -3.2351 1.2316 0.0044 -0.1658 0.0401
N -0.9331 -2.3695 1.5794 -0.3920 0.2676 0.0540
H -3.7713 -2.3262 3.1525 -0.0150 0.0201 0.0362
H -2.9315 -0.9781 2.5078 -0.0598 0.0143 0.0978
H -2.9403 -4.5232 3.1831 0.0342 -0.0171 0.0332
H -1.0942 -6.0714 2.6054 -0.0505 -0.0101 -0.0138
H 0.8611 -5.1980 1.2975 0.0125 0.0280 -0.0154
H 0.8948 -2.8118 0.6797 0.0374 0.0112 -0.0098
C 0.0590 -0.0805 -6.3417 0.0717 -0.2294 -0.0445
N -0.2632 1.2786 -5.6958 0.0747 -0.0095 -0.0867
C 1.0537 2.0645 -5.5815 0.1902 0.0859 0.0008
N 2.0159 1.3143 -4.8611 0.2279 0.0947 -0.0822
C 2.2806 0.0379 -5.5199 -0.1060 0.0430 0.0648
N 1.0584 -0.7547 -5.5983 0.1191 -0.1888 -0.1951
C 0.6093 -1.2439 -4.3065 -0.1649 0.1774 0.3232
P 0.1708 0.1505 -3.1225 0.2441 0.2032 -0.6874
C -0.8943 1.1010 -4.3550 -0.1278 -0.2156 0.5272
C 1.7191 1.1702 -3.4453 -0.2711 -0.1374 0.2071
H 0.4096 0.1207 -7.3542 -0.0371 0.1226 0.0224
H -0.8634 -0.6592 -6.3836 -0.0457 0.0903 0.0242
H -0.9045 1.7868 -6.3081 -0.0031 0.0256 0.0140
H 0.8346 3.0136 -5.0930 -0.0814 -0.0324 0.0047
H 1.4011 2.2510 -6.5980 -0.0911 -0.0364 -0.0256
H 3.0373 -0.5113 -4.9630 0.0010 0.0055 -0.0093
H 2.6567 0.2238 -6.5264 -0.0153 0.0000 0.0044
H 1.3990 -1.8459 -3.8544 -0.0203 -0.0396 -0.0326
H -0.2639 -1.8858 -4.4382 0.0374 -0.0405 0.0044
H -1.1109 2.0847 -3.9365 -0.0126 0.0380 -0.1155
H -1.8401 0.5728 -4.4831 -0.0033 0.0422 -0.0830
H 2.5644 0.6913 -2.9482 0.0159 0.0380 -0.0095
H 1.5904 2.1576 -2.9960 0.0511 -0.0071 0.0028
C -2.4179 4.1425 3.3077 -0.0134 -0.0591 -0.0018
C -3.4463 3.4108 2.4108 0.0485 0.8863 0.0806
C -4.7951 3.3037 3.1377 0.0023 -0.3297 -0.0206
C -3.6188 4.1512 1.0651 -0.0130 -0.0929 0.0287
C -2.8658 2.1231 2.1046 -0.0803 -0.5754 -0.0328
N -2.3723 1.1163 1.8327 -0.2553 0.1176 0.1264
H -2.7827 5.1537 3.4817 -0.0033 -0.0005 -0.0090
H -1.4368 4.2050 2.8359 -0.0246 0.0305 -0.0241
H -2.3151 3.6442 4.2708 -0.0025 0.0051 0.0052
H -5.1370 4.3155 3.3484 0.0234 0.0145 -0.0062
H -4.7010 2.7716 4.0833 0.0043 0.0085 0.0103
H -5.5484 2.8104 2.5247 0.0066 -0.0032 -0.0127
H -4.0181 5.1422 1.2748 0.0286 0.0112 0.0102
H -4.3264 3.6309 0.4200 0.0024 0.0071 -0.0087
H -2.6666 4.2627 0.5454 -0.0102 0.0354 0.0094
```
Forces are in eV/Å.

Computed properties:
HOMO-LUMO gap: 7.38 eV
Lowest unoccupied orbital energy: -8.85 eV
Multiplicity: 1
Total charge: +3
Energy relative to the best compared isomer or geometry (same formula, charge and spin): 0.00 kJ/mol
DFT total energy: -54466.4959 eV
Maximum force: 1.061 eV Å⁻¹

***

Record 2
Density functional theory data (ωB97M-V with the def2-TZVPD basis set) for a molecular structure, C22H33Br2IN4NbO.

```
64
Properties=species:S:1:pos:R:3:forces:R:3
C 0.7850 0.4323 6.0619 0.3193 -0.1100 0.3469
C -0.5644 -0.2287 5.8188 -0.2515 0.7624 -0.1962
C -1.0293 -0.1247 4.3589 0.0009 -0.4354 -0.2528
I -1.6723 1.9218 3.8858 0.2425 -0.4049 0.4204
Nb -2.4995 -1.6937 3.6749 -0.8442 -1.5128 1.0603
C -3.4887 -1.9205 5.6896 -0.4497 0.3870 -0.1657
Br -4.2721 -3.3881 2.7146 0.4632 0.5339 0.1582
C -0.9764 -3.4117 4.0006 0.5305 0.6759 -1.6170
C 0.3538 -3.2393 3.3598 -2.4624 -0.5788 0.4658
O 1.3469 -3.3296 3.9495 3.2178 0.2428 1.2826
Br 0.5219 -2.8548 1.4313 -0.1655 0.0038 -0.2224
H 1.5864 -0.1016 5.5490 -0.0303 0.0497 -0.1892
H 1.0587 0.4322 7.1205 -0.1354 -0.0917 0.0600
H 0.7900 1.4770 5.7526 -0.0666 -0.0082 -0.1927
H -1.3183 0.2686 6.4308 -0.0643 -0.2254 0.1988
H -0.5330 -1.2809 6.1119 0.0181 -0.0284 -0.0063
H -0.1356 -0.2588 3.7371 -0.1455 0.1086 -0.2288
H -1.9319 -1.4462 1.9610 -0.5919 0.6768 -0.0851
H -3.6626 -0.3274 3.3236 0.4675 -0.1466 -0.2822
H -2.9288 -1.5412 6.5519 -0.0206 0.1746 -0.1177
H -3.6168 -3.0007 5.8513 0.1389 -0.0338 -0.2349
H -4.5018 -1.5089 5.7087 0.0335 0.0560 0.1589
H -1.4479 -4.2894 3.5590 -0.3261 0.1324 -0.0503
H -0.8244 -3.5310 5.0729 0.1128 -0.1521 0.0086
N -0.8059 -4.8777 -2.5433 0.0375 0.0795 -0.0815
C -2.0368 -4.8896 -3.1480 0.0039 -0.0355 -0.0852
C -2.9735 -4.5975 -2.1927 0.0297 -0.0063 -0.0374
C -2.2836 -4.3964 -0.9655 -0.0072 -0.0019 0.0713
C -0.9499 -4.5736 -1.2137 0.0791 -0.0869 -0.0428
H 0.0678 -5.0643 -3.0014 -0.0151 -0.0941 0.0889
H -2.1371 -5.1045 -4.1994 -0.0217 -0.0055 0.0160
H -4.0370 -4.5324 -2.3539 0.0104 0.0126 0.0077
H -2.7183 -4.1475 -0.0099 0.0194 0.0462 -0.0179
H -0.0955 -4.5093 -0.5596 -0.1208 -0.0447 -0.0994
N -0.4548 3.3650 0.8340 -0.0154 0.1463 -0.0726
C 0.6902 2.8083 0.3470 -0.0314 -0.0452 0.0734
C 1.0674 3.5188 -0.7643 0.0619 0.0133 -0.0134
C 0.1076 4.5501 -0.9471 0.0249 0.0462 -0.0737
C -0.8170 4.4274 0.0577 -0.0277 -0.0569 0.0648
H -0.9570 3.0360 1.6496 0.1608 -0.0522 -0.1746
H 1.1373 1.9553 0.8293 -0.0178 -0.0082 -0.0273
H 1.9340 3.3199 -1.3751 -0.0109 -0.0327 0.0149
H 0.0942 5.2956 -1.7259 -0.0967 0.0160 0.0327
H -1.6982 5.0033 0.2842 0.0078 -0.0025 -0.0319
N 1.3849 -3.5478 -5.1920 -0.0383 -0.0021 0.0110
C 2.3745 -2.6835 -5.5691 -0.0073 0.0174 0.0581
C 3.1483 -3.3135 -6.5075 0.0051 0.0362 -0.0099
C 2.6000 -4.6087 -6.7077 -0.0025 -0.0421 -0.0218
C 1.5119 -4.7216 -5.8839 -0.0531 -0.0133 0.0843
H 0.6717 -3.3491 -4.5108 -0.0045 0.0588 -0.0606
H 2.4429 -1.6994 -5.1379 0.0171 -0.0152 -0.0039
H 4.0110 -2.8928 -6.9970 -0.0123 -0.0007 0.0059
H 2.9625 -5.3690 -7.3796 -0.0084 0.0062 0.0094
H 0.8198 -5.5330 -5.7305 0.0156 -0.0024 -0.0288
N 2.1654 6.9193 -2.8609 0.0247 0.0637 -0.0394
C 3.1876 7.6524 -2.3267 0.0317 -0.0811 0.0030
C 3.1329 8.9096 -2.8681 0.0336 0.0085 0.0279
C 2.0289 8.9365 -3.7614 -0.0356 0.0180 -0.0297
C 1.4517 7.6946 -3.7321 -0.0146 -0.0873 -0.0230
H 1.9674 5.9582 -2.6447 0.0028 0.0521 0.0713
H 3.8637 7.2174 -1.6104 -0.0093 0.0201 -0.0002
H 3.8077 9.7201 -2.6472 -0.0105 -0.0101 0.0065
H 1.6964 9.7716 -4.3558 -0.0047 -0.0109 0.0110
H 0.5982 7.2968 -4.2546 0.0088 0.0208 -0.0020
```
Forces are in eV/Å.

Computed properties:
HOMO-LUMO gap: 7.02 eV
Lowest unoccupied orbital energy: 1.49 eV
Multiplicity: 1
Total charge: -1
DFT total energy: -181090.5938 eV
Maximum force: 3.473 eV Å⁻¹

***

Record 3
Density functional theory data (ωB97M-V with the def2-TZVPD basis set) for 2 unconnected molecules or ions with the total composition C22H33BrClN3O3P.

```
64
Properties=species:S:1:pos:R:3:forces:R:3
C 5.6724 -2.7191 1.1116 -0.0746 0.5506 -0.0626
C 4.9746 -1.4401 0.7086 0.3986 -0.2452 0.0835
C 5.6944 -0.2469 0.7208 -0.3779 0.2585 -0.0676
C 5.0753 0.9536 0.3934 -0.2233 -0.4665 -0.0598
C 3.7341 0.9414 0.0395 -0.3149 0.5180 0.0030
C 3.0273 2.2492 -0.2975 0.2361 -1.0321 0.3404
N 1.7580 2.3719 0.4854 0.1222 0.2477 -0.4542
C 0.6182 2.2839 -0.2248 -0.0832 -0.0077 0.3513
C -0.6225 2.3325 0.3525 -0.5279 0.2474 -0.0933
C -1.8244 2.1547 -0.5362 0.1529 -0.8743 0.2481
C -2.0068 0.6358 -0.8724 -0.1714 0.6625 0.5127
C -2.8745 -0.1238 0.1350 0.1918 -0.1008 0.1139
C -2.0646 -0.8978 1.1621 -0.2463 -0.3020 0.3254
N -2.9671 -1.5211 2.1349 0.2372 0.1527 0.1256
C -0.6719 2.5039 1.7418 0.4816 -0.0530 0.0895
Br -2.3544 2.5968 2.5890 0.0515 -0.0713 -0.1013
C 0.5111 2.5975 2.4938 -0.0480 -0.2702 -0.1659
P 0.2312 2.8208 4.3422 -0.2688 0.4948 0.1223
O 1.4591 3.8245 4.7630 -0.0153 -0.6763 0.0394
Cl 0.8682 0.9845 5.0804 -0.0447 0.1460 -0.1596
C 1.7447 2.5312 1.8222 -0.3403 0.3369 0.6960
C 3.0503 2.6608 2.5606 0.6800 -0.5386 -0.4367
N 3.4708 1.3962 3.1979 -0.3460 0.3644 0.0354
C 3.0068 -0.2451 0.0013 0.4596 -0.0523 0.1312
C 3.6335 -1.4398 0.3342 -0.0321 0.3903 0.0494
H 5.5937 -2.8649 2.1875 -0.1643 -0.1648 0.0628
H 5.2523 -3.5674 0.5812 0.0515 -0.1778 0.0761
H 6.7339 -2.6282 0.8989 0.0859 -0.1798 -0.1376
H 6.7335 -0.2565 1.0157 0.0915 0.0000 -0.0182
H 5.6097 1.8935 0.4121 0.1496 0.0086 0.0584
H 2.7369 2.2115 -1.3408 -0.0520 0.3951 -0.1031
H 3.6668 3.0961 -0.0890 -0.0308 0.2132 -0.1975
H 0.7178 2.1592 -1.2904 0.0763 -0.0113 -0.0940
H -1.6953 2.7221 -1.4532 0.0478 0.1555 -0.0320
H -2.7083 2.4934 -0.0112 -0.1544 0.2829 -0.1779
H -1.0088 0.1948 -0.8548 0.0061 -0.2482 -0.5145
H -2.4553 0.5661 -1.8585 0.1612 -0.1354 -0.1563
H -3.5477 0.5494 0.6679 -0.1052 0.1043 -0.0866
H -3.4794 -0.8525 -0.3926 -0.1430 -0.0325 -0.0336
H -1.5376 -1.7127 0.6652 0.1134 0.0553 -0.1495
H -1.3082 -0.2667 1.6551 0.0932 0.1252 -0.1263
H -2.4581 -2.2007 2.6868 -0.0591 -0.1049 -0.0182
H -3.2963 -0.8272 2.7978 -0.1269 0.0169 -0.0627
H 2.0432 3.3718 5.3873 0.1540 0.2876 0.1000
H 2.9891 3.4864 3.2601 -0.1387 -0.0565 0.0637
H 3.8331 2.9211 1.8535 -0.0311 0.1950 -0.0649
H 3.5060 1.4994 4.2026 0.0139 -0.0306 0.0357
H 2.7827 0.6777 3.0133 0.1567 -0.1891 0.0142
H 1.9624 -0.2239 -0.2819 -0.1001 -0.1358 -0.0236
H 3.0837 -2.3697 0.3221 -0.0612 -0.0663 -0.0469
O -3.0662 -2.5711 -1.9689 0.0933 0.0796 -0.0118
C -3.6619 -2.6311 -3.0121 -0.1045 -0.2952 0.0004
O -4.6400 -1.7382 -3.2431 0.1208 0.2841 0.0413
C -5.2714 -1.5817 -4.5214 -0.1966 -0.0558 -0.1651
C -6.4509 -2.5153 -4.6886 0.0412 -0.1163 0.1051
C -3.4049 -3.7237 -4.0206 0.2967 0.1694 -0.1502
H -4.5440 -1.6887 -5.3266 0.0219 -0.0479 0.0340
H -5.6114 -0.5477 -4.5408 0.0358 0.0156 0.0944
H -6.1420 -3.5604 -4.6708 0.0151 0.0049 -0.0672
H -6.9538 -2.3233 -5.6362 0.0027 0.0190 -0.0030
H -7.1643 -2.3702 -3.8779 -0.0146 0.0536 -0.0222
H -4.0934 -4.5466 -3.8337 -0.0461 0.0107 -0.0319
H -2.3886 -4.0814 -3.8798 -0.0421 -0.0507 0.1294
H -3.5002 -3.3979 -5.0537 -0.1546 -0.0571 0.0131
```
Forces are in eV/Å.

Computed properties:
HOMO-LUMO gap: 7.54 eV
Lowest unoccupied orbital energy: -3.79 eV
Multiplicity: 1
Total charge: +1
DFT total energy: -125811.1766 eV
Maximum force: 1.112 eV Å⁻¹

***

Question: Number 2 is which compound?
Answer: C22H33Br2IN4NbO

***

Question: What is the DFT total energy in the first record?
Answer: -54466.4959 eV

***

Question: What is the maximum force in the first record?
Answer: 1.061 eV Å⁻¹